Computed, not measured: the molecule C5H5N in a non-equilibrium geometry, with ωB97M-V/def2-TZVPD.

Summary:
Total energy (eV): -6753.85271
Highest occupied orbital energy (eV): -10.574
ΔE to the lowest compared entry with this formula, charge and spin (eV): 2.055
Molecular weight (g mol⁻¹): 79.10
Frontier orbital gap (eV): 11.30
SMILES: C#CCCC#N
Total charge: 0

Each line ends with the Mulliken charge.
Element x y z (Å)
1 C -0.860 -2.484 -0.406  0.092
2 C -0.187 -1.533 -0.111  -0.517
3 C 0.581 -0.291 -0.014  -0.576
4 C -0.294 0.931 0.326  -0.354
5 C 0.477 2.177 0.219  0.150
6 N 1.111 3.138 0.113  -0.394
7 H -1.420 -3.319 -0.762  0.402
8 H 1.422 -0.326 0.683  0.334
9 H 1.019 -0.135 -1.003  0.284
10 H -1.127 0.971 -0.378  0.291
11 H -0.721 0.869 1.333  0.289